A cluster of 4 separate species, C32H63N5O3P in total in a non-equilibrium geometry. Source: OMol25; level of theory: ωB97M-V/def2-TZVPD.

Last columns: bonded neighbours and bond lengths (Å).
Cartesian coordinates (Å):
1 N 0.402 -2.121 5.391  P2 1.814, H9 1.033, H10 1.031
2 P -1.409 -2.023 5.358  N1 1.814, C3 1.913, H11 1.448, H12 1.435, H13 1.430
3 C -3.315 -1.977 5.509  P2 1.913, C4 1.487, C8 1.451
4 C -4.127 -3.213 5.354  C3 1.487, C5 1.461, H14 1.108
5 C -5.558 -2.966 5.508  C4 1.461, C6 1.446, H15 1.119
6 C -6.159 -1.681 5.791  C5 1.446, N7 1.356, H16 1.115
7 N -5.388 -0.578 5.956  C6 1.356, C8 1.348
8 C -4.062 -0.770 5.807  C3 1.451, N7 1.348, H17 1.124
9 H 0.576 -3.121 5.580  N1 1.033
10 H 0.646 -1.678 6.290  N1 1.031
11 H -1.383 -2.341 6.771  P2 1.448
12 H -1.478 -3.046 4.353  P2 1.435
13 H -1.374 -0.671 4.895  P2 1.430
14 H -3.688 -4.207 5.134  C4 1.108
15 H -6.248 -3.840 5.402  C5 1.119
16 H -7.261 -1.578 5.923  C6 1.115
17 H -3.432 0.152 5.939  C8 1.124
18 C -2.501 5.015 2.829  C19 1.557, H29 1.089, H30 1.092, H31 1.093
19 C -2.433 3.615 2.152  C18 1.557, C20 1.545, N24 1.494, C28 1.542
20 C -2.824 3.696 0.659  C19 1.545, C21 1.524, H32 1.097, H33 1.094
21 C -4.322 3.730 0.380  C20 1.524, C22 1.524, H34 1.094, H35 1.094
22 C -5.037 2.619 1.138  C21 1.524, C23 1.536, H36 1.093, H37 1.096
23 C -4.745 2.669 2.645  C22 1.536, N24 1.498, C26 1.544, C27 1.538
24 N -3.275 2.661 2.934  C19 1.494, C23 1.498, O25 1.326
25 O -2.823 1.435 2.712  N24 1.326
26 C -5.419 3.928 3.231  C23 1.544, H38 1.093, H39 1.092, H40 1.089
27 C -5.471 1.505 3.340  C23 1.538, H41 1.091, H42 1.092, H43 1.092
28 C -0.931 3.264 2.181  C19 1.542, H44 1.093, H45 1.093, H46 1.090
29 H -3.210 5.058 3.654  C18 1.089
30 H -1.548 5.294 3.282  C18 1.092
31 H -2.771 5.800 2.119  C18 1.093
32 H -2.413 2.827 0.132  C20 1.097
33 H -2.356 4.571 0.200  C20 1.094
34 H -4.736 4.709 0.636  C21 1.094
35 H -4.492 3.602 -0.693  C21 1.094
36 H -6.114 2.696 0.963  C22 1.093
37 H -4.733 1.650 0.726  C22 1.096
38 H -5.215 4.020 4.301  C26 1.093
39 H -6.502 3.871 3.110  C26 1.092
40 H -5.114 4.854 2.745  C26 1.089
41 H -5.196 0.530 2.933  C27 1.091
42 H -6.552 1.598 3.218  C27 1.092
43 H -5.263 1.498 4.412  C27 1.092
44 H -0.574 3.125 3.204  C28 1.093
45 H -0.348 4.071 1.731  C28 1.093
46 H -0.703 2.361 1.614  C28 1.090
47 C 2.144 -3.332 -0.160  C48 1.557, H58 1.089, H59 1.092, H60 1.093
48 C 1.184 -2.448 -1.008  C47 1.557, C49 1.544, N53 1.494, C57 1.542
49 C 1.706 -0.999 -1.115  C48 1.544, C50 1.524, H61 1.096, H62 1.093
50 C 1.416 -0.113 0.090  C49 1.524, C51 1.524, H63 1.094, H64 1.094
51 C -0.053 -0.205 0.486  C50 1.524, C52 1.534, H65 1.093, H66 1.096
52 C -0.491 -1.654 0.735  C51 1.534, N53 1.496, C55 1.543, C56 1.539
53 N -0.190 -2.543 -0.430  C48 1.494, C52 1.496, O54 1.325
54 O -1.060 -2.261 -1.389  N53 1.325
55 C 0.207 -2.160 2.015  C52 1.543, H67 1.094, H68 1.090, H69 1.089
56 C -1.987 -1.672 1.098  C52 1.539, H70 1.091, H71 1.093, H72 1.095
57 C 1.289 -3.045 -2.427  C48 1.542, H73 1.093, H74 1.092, H75 1.091
58 H 1.671 -3.752 0.726  C47 1.089
59 H 2.490 -4.206 -0.716  C47 1.092
60 H 3.028 -2.779 0.166  C47 1.093
61 H 1.255 -0.518 -1.991  C49 1.096
62 H 2.783 -1.006 -1.303  C49 1.093
63 H 2.066 -0.382 0.928  C50 1.094
64 H 1.658 0.926 -0.157  C50 1.094
65 H -0.225 0.397 1.382  C51 1.093
66 H -0.665 0.246 -0.303  C51 1.096
67 H -0.056 -3.201 2.221  C55 1.094
68 H -0.103 -1.571 2.878  C55 1.090
69 H 1.293 -2.084 1.982  C55 1.089
70 H -2.613 -1.213 0.331  C56 1.091
71 H -2.165 -1.115 2.021  C56 1.093
72 H -2.337 -2.696 1.259  C56 1.095
73 H 0.882 -4.059 -2.465  C57 1.093
74 H 2.334 -3.094 -2.740  C57 1.092
75 H 0.770 -2.442 -3.173  C57 1.091
76 C 5.390 1.879 -5.203  C77 1.557, H87 1.089, H88 1.092, H89 1.093
77 C 5.008 0.597 -4.407  C76 1.557, C78 1.545, N82 1.494, C86 1.543
78 C 6.248 -0.284 -4.138  C77 1.545, C79 1.524, H90 1.096, H91 1.094
79 C 6.684 -1.168 -5.300  C78 1.524, C80 1.523, H92 1.094, H93 1.094
80 C 5.498 -1.940 -5.863  C79 1.523, C81 1.536, H94 1.093, H95 1.096
81 C 4.344 -1.010 -6.265  C80 1.536, N82 1.496, C84 1.544, C85 1.538
82 N 3.921 -0.118 -5.141  C77 1.494, C81 1.496, O83 1.324
83 O 3.254 -0.857 -4.268  N82 1.324
84 C 4.787 -0.185 -7.492  C81 1.544, H96 1.093, H97 1.092, H98 1.089
85 C 3.173 -1.857 -6.791  C81 1.538, H99 1.091, H100 1.092, H101 1.094
86 C 4.561 1.136 -3.032  C77 1.543, H102 1.093, H103 1.092, H104 1.091
87 H 4.885 1.953 -6.165  C76 1.089
88 H 5.094 2.788 -4.677  C76 1.092
89 H 6.466 1.941 -5.388  C76 1.093
90 H 6.043 -0.943 -3.286  C78 1.096
91 H 7.090 0.344 -3.832  C78 1.094
92 H 7.166 -0.567 -6.077  C79 1.094
93 H 7.443 -1.875 -4.952  C79 1.094
94 H 5.824 -2.527 -6.726  C80 1.093
95 H 5.157 -2.666 -5.116  C80 1.096
96 H 4.004 0.513 -7.800  C84 1.093
97 H 4.989 -0.843 -8.341  C84 1.092
98 H 5.704 0.381 -7.331  C84 1.089
99 H 2.829 -2.598 -6.068  C85 1.091
100 H 3.471 -2.409 -7.685  C85 1.092
101 H 2.324 -1.224 -7.064  C85 1.094
102 H 3.645 1.727 -3.115  C86 1.093
103 H 5.336 1.779 -2.610  C86 1.092
104 H 4.387 0.339 -2.307  C86 1.091

HOMO energy (spin up / spin down) (eV): -8.300 / -8.727
Total charge: 0
LUMO (spin up / spin down) (eV): 0.8 / 0.0
Multiplicity: 4
Energy (eV): -57079.1956
Kohn-Sham gap (spin up / spin down) (eV): 9.1 / 8.7